(1)
C54H111F9N4O12 | ωB97M-V/def2-TZVPD

XYZ file:
```
190
Properties=species:S:1:pos:R:3
F 5.605 13.620 6.127
F 8.127 6.199 11.336
F 7.140 7.902 12.216
F -0.653 13.541 5.253
F 1.418 12.917 5.275
F 4.528 11.785 5.680
F 9.209 7.993 11.670
F 6.450 12.197 4.721
F 0.018 12.044 6.664
O 3.564 7.726 5.488
O 6.490 8.050 9.598
O 1.013 14.646 2.401
O 8.632 8.471 9.225
O 1.820 14.731 6.926
O -0.155 14.583 7.851
O 7.559 8.793 5.023
O 7.660 20.351 0.223
O 4.236 12.892 3.048
O 4.509 14.706 4.274
O 7.887 15.071 1.162
O 5.142 13.451 -2.570
N 8.950 17.214 6.596
N 4.590 21.165 3.746
N 0.964 8.471 2.117
N 1.683 11.220 10.140
C 5.013 16.388 2.666
C 3.578 8.519 6.384
C -0.238 12.653 10.710
C 2.159 15.776 7.818
C 7.601 19.255 6.141
C 3.333 19.960 5.493
C 9.243 16.217 7.598
C 9.862 16.818 8.851
C 0.632 11.472 11.118
C 8.347 9.181 7.996
C 6.228 22.949 4.458
C 6.966 8.111 4.216
C 4.253 13.770 -1.826
C 8.049 7.516 11.305
C 2.357 9.319 6.739
C 1.192 5.988 2.508
C 7.623 8.008 9.893
C 2.672 10.256 2.105
C 5.310 12.749 5.149
C 4.412 20.649 1.284
C 0.152 14.682 0.194
C 0.843 15.279 1.390
C 3.167 9.871 11.711
C 4.867 8.882 7.068
C 8.310 13.932 1.181
C 4.906 22.234 4.682
C 3.916 15.587 3.314
C 3.281 16.598 7.194
C 2.613 12.320 10.013
C 0.627 14.263 7.052
C 9.032 16.646 5.258
C 2.378 8.766 2.154
C 1.407 16.682 1.214
C 3.344 20.500 4.073
C 7.548 12.802 0.562
C 5.741 8.619 3.524
C 9.656 13.633 1.785
C 0.317 8.780 3.374
C 0.356 13.161 6.034
C 8.395 18.297 1.115
C 4.605 13.450 3.999
C 0.692 7.120 1.639
C 7.950 10.607 8.235
C -1.195 8.644 3.314
C 4.506 14.623 -0.603
C 4.541 21.691 2.381
C 2.818 13.426 -2.156
C 7.589 6.848 3.668
C 8.041 19.752 1.167
C 8.035 20.360 2.546
C 2.371 9.956 10.417
C 7.721 17.945 6.900
C 8.002 15.557 4.941
C 3.515 12.121 8.824
H 0.036 10.558 11.154
H 4.598 17.033 1.893
H 0.717 6.020 3.486
H 4.886 7.941 3.589
H 5.540 14.595 -0.273
H 2.875 17.187 6.372
H -0.665 15.307 -0.173
H 6.924 10.730 8.597
H 10.441 17.707 8.603
H 0.177 13.627 10.973
H 2.865 8.380 3.064
H 8.153 14.672 5.558
H 9.114 17.088 9.602
H 4.592 21.188 0.349
H 2.178 10.691 1.228
H 7.638 8.646 7.376
H 2.429 10.345 6.382
H 0.999 11.674 12.143
H 7.753 18.177 7.969
H 7.041 22.219 4.560
H 3.741 22.457 2.306
H 10.230 14.560 1.772
H 7.479 19.144 5.068
H 2.154 9.308 7.810
H 3.686 17.265 7.955
H 5.930 8.728 2.460
H 8.498 19.851 6.330
H 3.385 15.015 2.563
H 6.375 23.715 5.218
H 3.174 20.787 6.189
H 2.381 10.826 2.982
H 3.163 19.720 3.332
H 5.509 17.045 3.385
H 9.445 18.211 0.825
H 2.266 6.117 2.669
H 1.157 7.046 0.646
H 2.490 19.311 5.741
H 5.603 8.102 6.907
H 0.887 17.166 0.388
H 0.734 8.187 4.216
H 6.980 15.924 5.094
H 9.922 15.463 7.181
H -1.212 12.636 11.210
H 2.989 12.096 7.875
H 8.655 6.910 3.893
H 2.264 14.314 -2.459
H -0.437 12.628 9.637
H 9.571 13.256 2.800
H 4.244 15.671 -0.790
H 1.289 17.295 2.104
H 7.055 13.056 -0.373
H 8.359 15.601 7.854
H 4.084 23.002 4.610
H -1.657 9.295 4.061
H 6.337 23.446 3.498
H 2.497 21.214 3.938
H -0.371 7.006 1.406
H 8.217 17.790 2.059
H 7.793 17.831 0.335
H 9.270 9.193 7.419
H 4.280 12.907 8.757
H 4.281 19.463 5.700
H 2.841 8.299 1.282
H -0.241 13.698 0.425
H 3.666 8.910 11.822
H 0.646 9.789 3.651
H -1.562 8.936 2.331
H 8.104 21.444 2.490
H 7.050 20.100 2.961
H 3.237 16.284 3.799
H 1.605 9.175 10.467
H 3.186 12.529 10.927
H 2.516 10.046 12.573
H 8.023 15.297 3.877
H 4.075 15.965 6.814
H 5.095 19.826 1.404
H 3.742 10.377 1.923
H 8.610 11.084 8.962
H 2.466 16.526 1.006
H 10.559 16.146 9.363
H 3.889 14.257 0.227
H 6.725 12.591 1.258
H 0.908 14.608 -0.592
H 8.160 11.914 0.480
H 4.729 9.044 8.134
H -1.523 7.634 3.559
H 3.361 20.360 1.174
H 7.424 6.748 2.601
H 3.945 10.638 11.812
H 5.736 15.727 2.178
H 2.028 13.215 9.773
H 1.053 5.036 2.002
H 4.128 11.222 8.957
H 8.009 11.150 7.290
H 2.850 12.710 -2.977
H 4.854 21.913 5.719
H 7.206 5.975 4.201
H 2.304 12.932 -1.330
H 10.196 12.937 1.139
H 6.763 19.859 6.503
H 5.248 9.790 6.602
H 8.966 17.439 4.508
H 1.490 8.864 6.256
H 5.387 9.543 3.980
H 1.295 16.377 8.092
H 5.473 22.231 2.226
H 2.521 15.326 8.751
H 8.823 19.976 3.193
H 6.832 17.294 6.782
H 3.030 9.701 9.588
H 10.032 16.223 5.120
```

Energy ... -4144.80968 a.u.
Total charge ... 0
Relative energy (zero: lowest compared OMol25 entry of this formula, charge and spin) ... 0.0000 eV
HOMO level ... -7.978 eV
Frontier orbital gap ... 8.35 eV

***

(2)
C54H114N4O4 | ωB97M-V/def2-TZVPD

XYZ file:
```
176
Properties=species:S:1:pos:R:3
O 3.876 -1.834 -1.228
O -1.631 -4.084 -3.908
O -5.052 -0.434 -3.281
O -2.410 3.010 -1.900
N -1.628 4.024 -1.218
N -0.671 -3.011 -4.332
N -6.230 -0.903 -2.653
N 5.133 -1.177 -0.990
C -1.911 -4.979 4.791
C -2.559 5.977 -2.473
C 4.553 0.692 -2.586
C 1.608 -2.009 -4.588
C 6.280 2.849 3.934
C 5.939 2.295 5.335
C 8.973 5.486 3.085
C -1.760 -0.866 0.963
C -8.633 -1.761 -1.216
C 4.973 0.322 -1.152
C 0.156 4.533 0.433
C -7.474 -1.070 -0.481
C -8.271 -0.794 -4.149
C 1.017 -3.445 -2.572
C -1.047 6.383 -0.713
C 7.825 4.535 2.816
C -4.453 -2.551 2.974
C -2.593 -1.572 -5.064
C -0.303 -0.734 1.329
C -3.841 -3.591 3.993
C 2.242 -0.565 2.874
C -0.390 5.938 0.625
C -1.352 -1.707 -4.162
C 3.984 0.956 -0.155
C -5.263 -0.049 -0.446
C -5.927 -2.432 3.070
C -3.439 5.581 -0.245
C -6.479 -0.224 -1.373
C 7.460 -1.003 -0.121
C 7.385 0.543 0.012
C 1.370 -4.333 -4.850
C -1.775 -1.402 -2.740
C 0.756 -3.207 -4.063
C -2.208 5.372 -1.134
C 5.613 -1.685 1.442
C -0.909 3.502 -0.032
C -2.346 -3.900 3.846
C 6.361 1.081 -1.042
C -0.060 2.273 -0.428
C -7.280 -1.708 -3.366
C 1.629 0.021 4.152
C -6.607 -2.796 -4.356
C 1.685 -1.878 2.330
C 0.203 -1.969 2.043
C 6.490 -3.131 -0.380
C -7.067 1.170 -1.596
C -0.403 -0.565 -4.599
C -1.783 3.097 1.182
C -8.073 -2.542 -2.398
C 7.350 3.992 4.103
C 4.845 1.235 5.183
C 1.072 -0.629 -4.232
C 6.142 -1.704 -0.017
C -0.473 -5.350 4.634
H -0.367 -0.628 -5.687
H -0.146 0.175 1.910
H -1.815 5.834 -3.257
H 4.001 1.420 4.519
H 5.608 3.086 6.008
H -0.282 -5.767 3.645
H -7.054 1.808 -0.712
H -2.903 -0.527 -5.041
H -5.951 -2.291 -5.065
H 3.070 0.370 -0.066
H -3.928 -1.595 2.984
H -7.699 -0.021 -4.662
H -2.505 -5.845 4.496
H -4.183 -2.928 1.988
H -8.812 -3.111 -2.964
H -4.544 0.629 -0.905
H 1.579 0.161 -4.788
H 5.186 0.240 -3.350
H -3.733 6.630 -0.234
H 7.716 -1.132 -1.172
H -6.180 -1.881 3.976
H -0.350 -2.104 2.973
H 2.446 -4.350 -4.674
H 9.479 5.812 2.176
H 3.587 1.873 -0.591
H -3.481 5.526 -2.839
H -8.887 -1.410 -4.804
H 2.599 -1.979 -4.136
H -2.064 -0.052 0.305
H 7.034 0.733 1.026
H 8.395 0.944 -0.084
H 1.807 -0.478 5.104
H 8.264 -1.453 0.461
H 8.129 3.667 2.231
H -0.248 6.384 -1.454
H 1.898 -2.730 2.976
H -0.153 -6.149 5.303
H 5.649 -3.822 -0.332
H 4.392 1.748 -2.802
H -4.644 -0.943 -0.385
H -6.333 -3.436 3.196
H 7.091 -3.331 -1.267
H -8.055 1.147 -2.056
H -1.129 5.900 1.425
H -1.823 -2.988 4.133
H -7.385 -3.247 -1.931
H 4.324 0.930 0.881
H 0.333 6.678 0.969
H -6.954 -1.700 0.241
H 2.238 -2.111 1.421
H 2.224 0.236 2.135
H -2.486 -0.700 1.758
H 7.148 -3.602 0.351
H 6.394 -1.661 2.202
H 2.065 -3.737 -2.499
H 0.572 1.902 0.379
H 8.620 6.361 3.632
H 6.658 2.217 3.130
H -4.419 -4.495 3.803
H -5.587 0.379 0.503
H -2.454 -2.171 -2.372
H -7.985 -0.331 0.136
H 0.551 0.157 4.057
H 3.286 -0.649 3.174
H 9.777 4.916 3.549
H 5.000 -2.569 1.621
H 0.946 4.637 -0.310
H -1.004 -1.545 -1.983
H -2.066 -4.665 5.823
H -1.992 -1.858 0.574
H -4.238 4.914 -0.569
H 4.964 -0.842 1.678
H 0.909 -5.267 -4.532
H 0.265 -0.628 0.405
H 5.376 3.252 3.477
H 7.077 4.992 2.169
H -4.080 -3.216 4.989
H 0.648 2.574 -1.200
H -2.701 2.591 0.883
H 8.199 3.554 4.628
H -6.479 1.630 -2.389
H -8.985 -0.284 -3.502
H -9.375 -0.986 -1.410
H 4.550 0.977 6.200
H -7.297 -3.337 -5.003
H -2.137 -0.389 -2.565
H -9.112 -2.517 -0.594
H -6.059 -3.592 -3.851
H -2.001 -4.167 2.848
H -1.939 3.849 1.955
H 3.523 0.421 -2.816
H 6.966 1.211 -1.939
H -6.442 -2.037 2.195
H 1.890 1.063 4.335
H 0.853 -2.600 -1.904
H -3.521 -2.117 -4.892
H -3.133 5.249 0.747
H 6.877 4.722 4.760
H 1.723 -2.064 -5.671
H -1.397 7.414 -0.652
H 0.037 -2.866 1.447
H 0.534 4.270 1.421
H 5.374 0.370 4.783
H -0.767 0.406 -4.264
H 6.840 1.850 5.756
H 6.198 2.072 -0.618
H 1.234 -0.331 -3.196
H -2.340 -1.805 -6.099
H 0.179 -4.497 4.818
H -2.829 7.030 -2.383
H -1.267 2.263 1.658
H 1.078 -4.159 -5.886
H -0.694 1.462 -0.785
H 0.418 -4.220 -2.095
```

Multiplicity ... 5
⟨S²⟩ ... 6.02
Energy ... -2645.44560 a.u.
Total charge ... 0
HOMO level (spin up / spin down) ... -8.313 / -9.252 eV
Frontier orbital gap (spin up / spin down) ... 8.78 / 8.92 eV